No. 1
# C41H33ClErGeN7O4

A structure of composition C41H33ClErGeN7O4 (wB97M-V/def2-TZVPD, OMol25).

As for the multiplicity: 4. The value obtained for the relative energy (zero: lowest compared OMol25 entry of this formula, charge and spin) is 25.1 kcal per mole. The value obtained for the orbital gap (alpha / beta) is 5.08 / 5.11 eV. The total charge is 0. As for the LUMO energy (alpha / beta): -0.0232 / -0.0230 Ha. As for the expectation value of S²: 3.754. The value obtained for the energy is -158331.7839 eV.

The geometry in XYZ format:
```
88
Properties=species:S:1:pos:R:3:forces:R:3
Er -0.189185 -0.013441 -0.171390 0.6 -2.7 -2.7
O -0.647672 3.432791 4.599482 -0.1 0.2 0.1
C -0.210890 2.257690 5.006425 0.0 -0.1 0.1
O 0.266139 2.089431 6.097280 0.0 0.0 -0.1
C -0.360279 1.111113 4.051314 0.0 0.1 -0.1
C -0.250730 -0.226144 4.404271 0.2 0.0 -0.1
Cl 0.140831 -0.881006 5.911560 -0.1 -0.1 -0.1
N -0.417424 -0.977367 3.289439 -0.1 0.3 0.2
N -0.606246 -0.184704 2.219594 0.2 0.6 0.1
C -0.567978 1.080293 2.662496 -0.1 -0.4 0.3
C -0.756515 2.202662 1.671062 -0.1 0.5 0.3
O -1.240781 3.259393 2.061139 0.0 -0.1 0.0
O -0.410251 1.947188 0.468569 -0.1 1.3 0.4
C -0.502155 -2.387419 3.115027 0.0 -0.7 -0.1
C -1.163598 -3.189823 4.039384 0.0 0.3 -0.1
C -1.255753 -4.552450 3.814295 0.0 -0.1 0.0
C -0.716112 -5.117857 2.668526 0.0 0.1 0.0
C -0.072450 -4.310678 1.743227 0.0 -0.1 -0.1
C 0.042442 -2.951038 1.964421 0.1 0.3 0.2
H -0.999822 3.423067 3.672059 0.1 -0.1 0.0
H -1.618552 -2.753982 4.914467 0.0 0.0 0.1
H -1.766088 -5.174308 4.537577 0.0 0.0 0.0
H -0.799183 -6.182332 2.496022 0.0 0.0 0.0
H 0.359804 -4.743139 0.850829 0.0 0.1 0.0
H 0.604987 -2.340512 1.265226 0.1 -0.1 -0.1
C 1.350422 -0.848170 -1.661162 -0.9 1.1 1.6
Ge 3.224801 -0.799701 -1.283415 -0.4 -0.3 0.0
C 3.736364 0.401532 0.227657 0.0 -0.2 -0.3
C 2.810085 0.857523 1.155594 0.2 0.0 -0.1
C 3.172146 1.637002 2.243461 -0.2 0.0 0.1
C 4.504352 1.977168 2.420444 0.0 0.0 0.0
C 5.452827 1.535503 1.507768 0.0 0.0 0.0
C 5.069717 0.755972 0.424761 0.0 0.0 0.1
C 3.864262 -2.556531 -0.564382 0.0 0.2 -0.2
C 5.211488 -2.850307 -0.359841 0.0 0.0 0.0
C 5.607979 -4.067180 0.177989 0.1 0.0 0.0
C 4.656671 -5.013769 0.528653 0.0 -0.1 0.0
C 3.310851 -4.738402 0.332958 0.0 0.0 0.0
C 2.924062 -3.521691 -0.214793 0.0 0.0 0.0
C 4.420507 -0.312201 -2.782187 -0.2 -0.1 0.2
C 5.011722 -1.289180 -3.579463 0.0 0.0 0.1
C 5.764309 -0.941295 -4.693282 0.0 0.0 0.0
C 5.931439 0.394827 -5.026768 0.0 0.0 0.0
C 5.350009 1.380942 -4.240641 0.0 0.0 0.0
C 4.600885 1.025872 -3.128445 0.0 0.0 0.0
H 1.207555 -0.989511 -2.736560 0.0 -0.2 0.0
H 1.764413 0.595283 1.017245 0.0 0.1 0.2
H 2.427339 1.984608 2.951853 0.0 0.0 0.0
H 4.799231 2.584266 3.266658 0.0 0.0 0.0
H 6.493958 1.802040 1.644301 0.0 0.0 0.0
H 5.818312 0.420498 -0.285156 0.0 0.0 0.0
H 5.966879 -2.117125 -0.625448 0.0 0.0 0.0
H 6.660316 -4.281109 0.324261 0.0 0.0 0.0
H 4.962857 -5.966385 0.943977 0.0 0.0 0.0
H 2.569240 -5.481172 0.604995 0.0 0.0 0.0
H 1.878281 -3.302958 -0.413181 0.0 0.0 0.0
H 4.883482 -2.335365 -3.320787 0.0 0.0 0.0
H 6.222020 -1.711750 -5.302185 0.0 0.0 0.0
H 6.522281 0.668436 -5.892400 0.0 0.0 0.0
H 5.480723 2.425091 -4.498383 0.0 0.0 0.0
H 4.150078 1.799569 -2.514706 0.0 0.0 0.0
C -3.234555 2.124286 -0.879916 -0.1 0.0 0.1
C -3.518937 0.667669 -0.777514 0.0 -0.2 0.0
N -2.618983 -0.306331 -0.735940 0.3 0.4 0.0
C -3.318397 -1.495641 -0.681039 0.1 0.0 0.1
C -4.644607 -1.234160 -0.670841 0.0 -0.1 -0.1
N -4.767565 0.137006 -0.733992 0.1 0.1 0.0
C -6.036319 0.847940 -0.688398 0.0 -0.1 0.0
N -6.326455 1.598547 -1.873822 0.1 0.1 0.0
N -6.568706 0.955764 -3.046884 0.1 0.0 0.2
N -6.801646 1.812791 -3.953131 -0.1 0.0 -0.3
C -6.734836 3.077704 -3.410799 0.1 0.0 0.5
C -6.917492 4.336442 -3.985741 0.0 0.0 0.0
C -6.783959 5.427402 -3.157516 -0.1 0.1 -0.2
C -6.479906 5.290577 -1.792340 0.1 -0.1 0.1
C -6.299860 4.055265 -1.207607 0.0 0.1 0.1
C -6.429914 2.952068 -2.048678 -0.1 -0.1 -0.4
H -2.194052 2.289562 -1.134103 0.1 0.0 0.0
H -3.425079 2.637223 0.066668 0.0 0.0 0.0
H -3.845736 2.589980 -1.648748 0.0 0.0 0.0
H -2.817036 -2.448722 -0.664577 0.0 0.0 0.0
H -5.500095 -1.886300 -0.650385 0.0 0.0 0.0
H -6.051122 1.536254 0.155198 0.0 0.0 0.0
H -6.807844 0.094324 -0.547263 0.0 0.0 0.1
H -7.153045 4.439139 -5.035770 0.0 0.0 0.0
H -6.921058 6.422669 -3.559107 0.0 0.0 0.0
H -6.378967 6.180063 -1.184852 0.0 0.0 0.0
H -6.068265 3.958699 -0.154579 0.0 0.0 0.0
```
Positions in Å, forces in eV/Å.


No. 2
# C41H33LaN17O2

A structure of composition C41H33LaN17O2 (wB97M-V/def2-TZVPD, OMol25).

The value obtained for the relative energy (zero: lowest compared OMol25 entry of this formula, charge and spin) is 0.0 kcal per mole. The value obtained for the orbital gap (alpha / beta) is 5.11 / 4.82 eV. The total charge is +1. As for the LUMO energy (alpha / beta): -0.1271 / -0.1311 Ha. The value obtained for the energy is -73337.1925 eV.

The geometry in XYZ format:
```
94
Properties=species:S:1:pos:R:3:forces:R:3
La -0.368612 -0.135532 -0.131804 -0.1 -1.2 -0.5
C -6.014328 3.930094 -0.366555 0.0 0.0 -0.2
C -5.935813 3.714811 -1.752464 0.0 0.0 0.2
C -4.864712 3.041414 -2.313554 0.0 0.0 0.1
C -3.881817 2.577735 -1.447989 0.0 -0.1 -0.4
C -2.624431 1.867464 -1.692931 0.1 0.1 -0.1
N -2.191038 1.539246 -2.909102 0.0 0.0 0.2
C -0.967922 1.099388 -3.184340 0.1 0.1 0.1
C -0.465152 0.895447 -4.547916 -0.5 0.1 0.0
C -1.090788 0.986514 -5.786863 0.1 0.0 0.0
C -0.313490 0.751036 -6.906314 0.2 0.0 0.0
C 1.055784 0.454094 -6.794324 -0.2 0.0 0.0
C 1.677529 0.385757 -5.560281 -0.1 0.0 0.0
C 0.887248 0.600494 -4.436300 0.4 -0.1 0.1
C 1.208079 0.635591 -3.001851 -0.1 0.1 0.0
N 2.432909 0.597283 -2.517080 0.0 0.0 0.3
C 2.758224 0.801372 -1.225526 0.0 0.1 -0.1
N 1.937199 0.794472 -0.140692 -0.1 0.4 -0.1
C 2.644802 1.140150 0.968262 -0.2 0.1 0.1
N 2.182256 1.374037 2.215243 0.1 0.0 -0.3
C 0.921123 1.559409 2.535618 -0.2 0.1 0.0
N -0.170166 1.458736 1.709641 0.1 0.5 0.0
C -1.261455 1.981864 2.328166 0.2 0.1 0.0
N -2.445607 2.273145 1.802248 0.0 0.0 -0.2
C -2.742617 2.206163 0.499710 0.0 0.1 0.1
N -2.006300 1.663671 -0.497525 0.3 0.3 0.0
C -3.958276 2.789794 -0.077266 -0.1 0.0 0.4
C -5.025144 3.477675 0.489865 0.0 -0.1 -0.1
C -0.888712 2.344263 3.703793 -0.5 0.0 -0.1
C -1.625631 2.918245 4.731456 0.1 0.0 0.0
C -0.960538 3.194680 5.913283 0.2 0.0 0.1
C 0.410487 2.927921 6.052584 -0.2 0.0 0.0
C 1.143262 2.381572 5.012029 0.0 0.0 0.0
C 0.465424 2.081452 3.837655 0.4 -0.1 0.0
C 4.036150 1.319942 0.593038 0.1 0.0 0.4
C 5.167351 1.683120 1.328967 -0.1 -0.1 0.0
C 6.362014 1.802296 0.651202 0.1 0.0 -0.2
C 6.437383 1.587075 -0.741514 0.0 0.0 0.2
C 5.318114 1.250043 -1.472823 -0.1 -0.1 0.1
C 4.109868 1.105389 -0.783336 0.1 -0.1 -0.3
N 0.047962 0.863018 -2.308500 0.1 0.4 -0.2
H -6.862357 4.469704 0.034113 0.0 0.0 0.0
H -6.726102 4.092152 -2.387724 0.0 0.0 0.0
H -4.788462 2.883635 -3.380549 0.0 0.0 0.0
H -2.139893 1.234954 -5.869717 0.0 0.0 0.0
H -0.760843 0.806073 -7.889977 0.0 0.0 0.0
H 1.632158 0.287818 -7.694790 0.0 0.0 0.0
H 2.735257 0.178838 -5.472101 0.0 0.0 0.0
H -5.077038 3.659015 1.554912 0.0 0.0 0.0
H -2.675153 3.147882 4.605683 0.0 0.0 0.0
H -1.498773 3.636144 6.741520 0.0 0.0 0.0
H 0.899508 3.167448 6.987295 0.0 0.0 0.0
H 2.205132 2.199285 5.108939 0.0 0.0 0.0
H 5.101305 1.873390 2.392203 0.0 0.0 0.0
H 7.257346 2.084179 1.189484 0.0 0.0 0.0
H 7.389729 1.704336 -1.241116 0.0 0.0 0.0
H 5.365260 1.107205 -2.544152 0.0 0.0 0.0
N 2.551635 -2.191658 -0.911960 0.0 0.0 0.1
N 3.227602 -2.122339 0.304439 0.2 -0.1 -0.1
C 2.573482 -1.904881 1.449784 -0.4 0.3 -0.1
N 3.290249 -1.821424 2.564628 -0.1 -0.1 0.0
N 1.227189 -1.773855 1.319684 0.2 -0.2 1.2
N 0.467321 -1.588604 2.457856 0.0 0.0 -1.2
O 0.866763 -1.583295 3.593176 0.3 -0.2 0.3
O -0.724856 -1.390527 2.153936 0.1 -0.3 0.6
H 2.627289 -3.124504 -1.296029 0.0 0.0 0.0
H 2.914987 -1.495521 -1.554520 0.0 -0.1 0.0
H 4.238017 -2.116467 0.323408 0.0 0.0 0.0
H 4.294910 -1.791714 2.514117 0.0 0.0 0.0
H 2.821893 -1.563436 3.417798 0.0 0.0 0.1
N -2.908007 -5.515071 -3.133042 0.0 0.0 0.0
C -2.161046 -4.507827 -2.611091 -0.2 -0.2 -0.1
C -1.798142 -4.492905 -1.257069 0.1 0.1 0.0
C -1.040453 -3.447575 -0.787166 0.1 -0.1 0.1
N -0.607463 -2.425193 -1.537569 -0.2 -0.1 -0.1
C -0.944853 -2.460757 -2.833716 0.0 0.0 -0.1
C -1.705977 -3.451420 -3.409503 0.1 0.1 0.0
H -3.300540 -6.223144 -2.540852 0.0 0.0 0.0
H -3.237062 -5.472223 -4.079725 0.0 0.0 0.0
H -2.105745 -5.281562 -0.583663 0.0 0.0 0.0
H -0.755841 -3.419643 0.259776 0.0 0.0 0.0
H -0.574631 -1.647722 -3.449350 0.0 0.0 0.0
H -1.934917 -3.405726 -4.465769 0.0 0.0 0.0
C -5.917675 -0.978756 1.736184 0.1 0.2 0.1
N -4.481055 -0.920462 2.017647 0.0 -0.1 -0.4
C -4.003532 -0.469551 3.328155 -0.1 -0.1 -0.1
C -3.636930 -0.977438 1.014442 -0.1 0.0 0.4
N -2.851178 -1.042077 0.166043 -0.2 -0.1 0.0
H -6.354113 -1.883665 2.157058 0.0 0.0 0.0
H -6.073071 -0.961591 0.660475 0.0 0.0 0.0
H -6.404009 -0.103458 2.167666 0.0 0.0 0.0
H -4.551306 -1.013865 4.095608 0.0 0.0 0.0
H -4.157525 0.604649 3.438348 0.0 0.0 0.0
H -2.944960 -0.700734 3.423790 0.0 0.0 0.0
```
Positions in Å, forces in eV/Å.


- Which of these has the lowest relative energy (zero: lowest compared OMol25 entry of this formula, charge and spin)?
  C41H33LaN17O2


- total charge of number 1 (C41H33ClErGeN7O4)?
  0


- The highest total charge belongs to which entry?
  C41H33LaN17O2


- Which value of total charge does entry 2 give?
  +1